[1]
Formula: C7H18CaNO3
Source: the OMol25 dataset
Level of theory: wB97M-V/def2-TZVPD

Values from the calculation:
Kohn-Sham gap (spin up / spin down) = 4.26 / 7.78 eV
total energy = -1235.46449 a.u.
LUMO energy (spin up / spin down) = 0.6 / 0.6 eV

```
! RIJCOSX wB97M-V def2-TZVPD def2/J DEFGRID3
* xyz 0 2
Ca -0.214 1.579 0.233
C 0.045 -0.560 2.948
O -0.596 -0.192 1.791
H 1.107 -0.335 3.052
H -0.638 -0.346 3.769
H 0.066 -1.626 3.173
C 3.409 1.024 1.026
O 2.314 0.740 0.202
C 2.361 -0.506 -0.398
C 1.383 -0.528 -1.553
N 0.037 -0.437 -1.062
C -1.020 -0.390 -2.127
C -2.452 -0.070 -1.607
O -2.382 0.835 -0.557
C -3.616 0.923 0.247
H 3.306 1.173 2.101
H 3.829 1.936 0.602
H 4.210 0.285 1.053
H 2.053 -1.178 0.403
H 3.317 -0.835 -0.807
H 1.547 -1.369 -2.228
H 1.444 0.445 -2.040
H -0.020 -1.311 -0.560
H -1.202 -1.358 -2.594
H -0.731 0.277 -2.939
H -2.688 -1.005 -1.099
H -3.063 0.053 -2.501
H -3.559 0.083 0.939
H -4.525 0.893 -0.354
H -3.721 1.800 0.886
*
```

Listed below, in e, are the Mulliken charges computed for each atom: atom 1 (Ca): 0.13, atom 2 (C): -0.93, atom 3 (O): -0.73, atom 4 (H): 0.16, atom 5 (H): 0.30, atom 6 (H): 0.27, atom 7 (C): -1.03, atom 8 (O): 0.24, atom 9 (C): -0.60, atom 10 (C): -0.63, atom 11 (N): -0.16, atom 12 (C): -0.76, atom 13 (C): -0.54, atom 14 (O): 0.22, atom 15 (C): -0.90, atom 16 (H): 0.30, atom 17 (H): 0.30, atom 18 (H): 0.36, atom 19 (H): 0.34, atom 20 (H): 0.47, atom 21 (H): 0.42, atom 22 (H): 0.30, atom 23 (H): 0.04, atom 24 (H): 0.34, atom 25 (H): 0.39, atom 26 (H): 0.41, atom 27 (H): 0.35, atom 28 (H): 0.36, atom 29 (H): 0.31, atom 30 (H): 0.28

***

[2]
Formula: C4H11NO
Source: the OMol25 dataset
Level of theory: wB97M-V/def2-TZVPD

Values from the calculation:
Kohn-Sham gap = 9.64 eV
energy relative to the best compared isomer or geometry (same formula, charge and spin) = 1.7446 eV
total energy = -288.95290 a.u.
LUMO energy = 0.8 eV
SMILES = C=CCNC.O

```
! RIJCOSX wB97M-V def2-TZVPD def2/J DEFGRID3
* xyz 0 1
C 0.280 -0.987 2.090
C -0.503 -0.225 1.345
C -0.137 1.192 0.954
N -0.765 1.700 -0.247
C -0.137 1.198 -1.460
H 0.007 -1.984 2.429
H 1.271 -0.679 2.424
H -1.469 -0.595 1.037
H 0.941 1.259 0.824
H -0.381 1.839 1.791
H -1.750 1.488 -0.297
H -0.773 1.415 -2.324
H 0.074 0.125 -1.434
H 0.812 1.711 -1.659
O 0.534 -2.533 -2.071
H 0.592 -2.758 -1.129
H 1.404 -2.165 -2.274
*
```

Listed below, in e, are the Mulliken charges computed for each atom: atom 1 (C): -0.88, atom 2 (C): 0.11, atom 3 (C): -0.58, atom 4 (N): -0.38, atom 5 (C): -0.83, atom 6 (H): 0.28, atom 7 (H): 0.25, atom 8 (H): 0.28, atom 9 (H): 0.32, atom 10 (H): 0.30, atom 11 (H): 0.26, atom 12 (H): 0.34, atom 13 (H): 0.30, atom 14 (H): 0.27, atom 15 (O): -0.66, atom 16 (H): 0.32, atom 17 (H): 0.31

***

[3]
Formula: C3H6IO3
Source: the OMol25 dataset
Level of theory: wB97M-V/def2-TZVPD

Values from the calculation:
Kohn-Sham gap = 5.81 eV
energy relative to the best compared isomer or geometry (same formula, charge and spin) = 2.1401 eV
total energy = -641.34649 a.u.
LUMO energy = 3.3 eV

```
! RIJCOSX wB97M-V def2-TZVPD def2/J DEFGRID3
* xyz -1 1
I -41.351 2.197 -7.445
C -41.115 1.043 -12.916
O -42.356 1.225 -12.250
C -42.356 1.579 -10.872
O -41.341 1.768 -10.140
O -43.639 1.641 -10.472
C -43.902 1.553 -9.056
H -41.284 0.597 -13.896
H -40.456 0.315 -12.442
H -40.676 2.040 -12.965
H -44.902 1.906 -8.804
H -43.222 2.154 -8.453
H -43.901 0.509 -8.741
*
```

Listed below, in e, are the Mulliken charges computed for each atom: atom 1 (I): -0.90, atom 2 (C): -0.60, atom 3 (O): -0.31, atom 4 (C): 0.74, atom 5 (O): -0.48, atom 6 (O): -0.29, atom 7 (C): -0.56, atom 8 (H): 0.22, atom 9 (H): 0.28, atom 10 (H): 0.27, atom 11 (H): 0.21, atom 12 (H): 0.09, atom 13 (H): 0.33

***

[4]
Formula: C10H19Cl2N4O
Source: the OMol25 dataset
Level of theory: wB97M-V/def2-TZVPD

Values from the calculation:
Kohn-Sham gap = 8.45 eV
total energy = -1606.73767 a.u.
LUMO energy = -3.8 eV
SMILES = C[C@H](Cl)CN1C(NCC(=O)Cl)=[NH+]C[C@@H]1CCN

```
! RIJCOSX wB97M-V def2-TZVPD def2/J DEFGRID3
* xyz 1 1
C -2.468 2.638 -0.437
C -1.484 2.112 0.710
Cl 0.051 3.120 0.822
C -1.176 0.512 0.575
N 0.158 0.227 -0.042
C -0.185 -0.538 -1.285
N -0.231 -0.098 -2.535
C -0.605 -1.043 -3.626
C 0.760 -1.344 -4.462
O 0.888 -2.293 -5.244
Cl 2.204 -0.228 -4.183
N -0.461 -1.897 -0.753
C 0.112 -2.041 0.635
C 1.058 -0.749 0.636
C 1.873 -0.328 1.948
C 0.981 0.240 3.157
N 1.946 0.685 4.239
H -2.005 2.507 -1.471
H -3.519 2.171 -0.388
H -2.631 3.768 -0.277
H -2.037 2.275 1.710
H -1.300 0.100 1.641
H -2.061 0.065 -0.023
H 0.026 0.894 -2.689
H -0.963 -2.063 -3.261
H -1.435 -0.639 -4.317
H -0.141 -2.659 -1.375
H -0.727 -2.130 1.416
H 0.639 -3.052 0.640
H 1.838 -1.037 -0.168
H 2.435 -1.265 2.313
H 2.700 0.401 1.597
H 0.343 1.142 2.821
H 0.280 -0.588 3.507
H 2.627 1.308 3.754
H 2.510 -0.175 4.412
*
```

Listed below, in e, are the Mulliken charges computed for each atom: atom 1 (C): -1.11, atom 2 (C): 0.03, atom 3 (Cl): -0.16, atom 4 (C): -0.47, atom 5 (N): 0.31, atom 6 (C): -0.16, atom 7 (N): -0.13, atom 8 (C): -0.50, atom 9 (C): 0.56, atom 10 (O): -0.41, atom 11 (Cl): -0.15, atom 12 (N): -0.27, atom 13 (C): -0.63, atom 14 (C): -0.07, atom 15 (C): -0.76, atom 16 (C): -0.15, atom 17 (N): -0.65, atom 18 (H): 0.21, atom 19 (H): 0.33, atom 20 (H): 0.36, atom 21 (H): 0.39, atom 22 (H): 0.26, atom 23 (H): 0.35, atom 24 (H): 0.37, atom 25 (H): 0.25, atom 26 (H): 0.39, atom 27 (H): 0.33, atom 28 (H): 0.26, atom 29 (H): 0.40, atom 30 (H): 0.20, atom 31 (H): 0.36, atom 32 (H): 0.35, atom 33 (H): 0.03, atom 34 (H): 0.25, atom 35 (H): 0.30, atom 36 (H): 0.32

***

Question: Which of these has the lowest total energy?
Answer: C10H19Cl2N4O

***

Question: What is the formula in the second record?
Answer: C4H11NO